C19H33BLiMgN3O12 | wB97M-V/def2-TZVPD

The geometry in XYZ format:
```
70
Properties=species:S:1:pos:R:3:forces:R:3
C 0.100 0.132 -0.754 -0.82 -0.36 0.77
C -0.024 1.412 0.149 0.96 -0.88 -1.38
O -1.442 1.592 0.452 -0.10 1.27 -0.67
B -2.084 2.336 -0.534 0.61 0.86 0.28
O -1.636 3.656 -0.832 -0.10 -2.12 -0.53
C -3.349 1.815 -1.389 -1.08 -0.94 -0.77
C -3.276 1.467 -2.816 -3.56 -1.10 1.34
C -4.545 0.990 -3.594 0.56 0.71 3.50
C -5.812 0.894 -2.862 1.97 0.68 0.84
C -5.827 1.262 -1.451 2.22 0.79 0.75
C -4.632 1.694 -0.712 -1.03 -0.63 -2.69
C -5.039 1.945 0.762 0.49 0.00 -2.00
O -4.310 2.109 1.705 -0.59 0.04 -0.33
N -6.480 1.895 0.798 0.71 -2.18 0.44
C -6.980 1.301 -0.414 0.96 0.24 -2.26
O -8.097 0.923 -0.646 0.35 0.11 0.88
H -0.825 -0.481 -0.542 1.14 0.40 -0.02
H 0.096 0.350 -1.857 0.34 0.14 0.94
H 1.001 -0.453 -0.418 -1.29 0.63 -0.88
H 0.412 2.277 -0.415 -0.58 -0.35 0.75
H 0.594 1.279 1.078 -0.97 0.02 -0.59
H -1.690 3.713 -1.807 -0.21 0.68 0.52
H -2.280 1.544 -3.378 -0.93 -0.85 3.47
H -4.497 0.700 -4.679 -0.11 0.26 1.17
H -6.760 0.556 -3.330 0.93 0.24 0.22
H -6.661 1.195 1.537 -0.67 0.99 0.21
O -1.130 -1.844 1.236 0.36 0.20 0.23
H -1.601 -1.386 1.937 -0.30 0.07 0.16
O 1.623 1.896 3.276 0.64 0.02 0.05
H 1.949 1.253 3.956 0.00 -0.07 -0.15
H 2.107 2.758 3.330 0.02 -0.09 -0.08
H 0.607 2.027 3.340 1.97 -0.36 -0.40
Li -0.920 2.225 3.592 -2.84 -0.33 -0.12
C 4.854 -0.428 1.131 -0.36 0.28 0.03
C 3.373 -0.744 1.072 0.57 -0.25 -0.35
O 2.855 -0.492 -0.233 0.41 0.08 0.20
H 5.032 0.618 0.867 -0.04 0.00 0.04
H 5.253 -0.612 2.129 0.13 -0.10 -0.12
H 5.408 -1.034 0.418 0.02 -0.03 0.20
H 2.819 -0.115 1.776 -0.24 -0.01 -0.16
H 3.189 -1.792 1.326 -0.05 0.07 0.21
H 3.336 -1.055 -0.853 0.02 0.08 0.10
C 8.301 -1.582 1.015 -1.31 0.20 -0.41
O 9.418 -1.861 1.475 0.51 0.41 -0.11
O 8.107 -0.837 0.017 0.79 0.29 -0.27
O 7.208 -2.006 1.485 0.39 -0.71 0.74
C -7.282 -2.908 0.713 -0.10 0.21 -0.17
O -6.518 -2.053 -0.128 0.06 0.22 -0.01
H -6.605 -3.599 1.213 0.04 0.09 -0.09
H -7.812 -2.316 1.464 -0.09 -0.18 0.09
H -7.999 -3.475 0.114 -0.06 -0.10 0.17
H -7.136 -1.452 -0.560 0.06 -0.11 -0.01
Mg -2.558 1.935 -4.906 0.39 1.48 -4.02
C -0.273 -1.136 6.548 -0.12 0.25 -0.43
C -0.531 -0.220 5.418 0.02 -0.68 0.51
N -0.731 0.484 4.534 0.17 0.61 0.20
H 0.768 -1.051 6.862 -0.03 0.03 -0.08
H -0.922 -0.879 7.385 -0.01 0.06 -0.10
H -0.472 -2.163 6.241 0.00 0.08 -0.11
C -0.011 -1.351 -7.994 -0.35 0.21 0.37
C -0.984 -0.850 -6.997 0.49 -0.29 -0.49
N -1.737 -0.462 -6.224 -0.09 0.00 0.12
H 0.729 -1.981 -7.502 -0.07 0.05 0.02
H -0.528 -1.934 -8.754 -0.02 0.04 0.07
H 0.496 -0.511 -8.470 -0.05 -0.01 0.06
C 12.457 -1.001 0.933 1.22 -0.83 0.79
O 11.787 0.108 0.651 -0.55 -0.33 -0.04
H 12.987 -1.040 1.908 -0.22 0.43 0.26
H 11.865 -1.938 0.976 -0.40 0.11 -0.27
H 13.266 -1.300 0.230 -0.20 0.28 -0.60
```
Positions in Å, forces in eV/Å.

Output
- Maximum force: 4.300 eV/Å
- Net charge: 0
- ΔE to the lowest compared entry with this formula, charge and spin: 205.81 kJ/mol
- Multiplicity: 1

Taken from the natural (NBO) analysis, the atomic charges in e are: number 1, C, carries -0.697; number 2, C, carries -0.078; number 3, O, carries -0.754; number 4, B, carries 1.193; number 5, O, carries -0.902; number 6, C, carries -0.247; number 7, C, carries -0.333; number 8, C, carries -0.235; number 9, C, carries -0.176; number 10, C, carries -0.097; number 11, C, carries -0.130; number 12, C, carries 0.695; number 13, O, carries -0.546; number 14, N, carries -0.658; number 15, C, carries 0.680; number 16, O, carries -0.526; number 17, H, carries 0.278; number 18, H, carries 0.184; number 19, H, carries 0.287; number 20, H, carries 0.188; number 21, H, carries 0.145; number 22, H, carries 0.498; number 23, H, carries 0.145; number 24, H, carries 0.243; number 25, H, carries 0.251; number 26, H, carries 0.411; number 27, O, carries -1.040; number 28, H, carries 0.383; number 29, O, carries -0.802; number 30, H, carries 0.560; number 31, H, carries 0.556; number 32, H, carries 0.332; number 33, Li, carries 0.793; number 34, C, carries -0.637; number 35, C, carries -0.049; number 36, O, carries -0.735; number 37, H, carries 0.197; number 38, H, carries 0.221; number 39, H, carries 0.250; number 40, H, carries 0.116; number 41, H, carries 0.175; number 42, H, carries 0.478; number 43, C, carries 0.898; number 44, O, carries -0.504; number 45, O, carries -0.478; number 46, O, carries -0.563; number 47, C, carries -0.246; number 48, O, carries -0.725; number 49, H, carries 0.189; number 50, H, carries 0.156; number 51, H, carries 0.166; number 52, H, carries 0.464; number 53, Mg, carries 0.299; number 54, C, carries -0.736; number 55, C, carries 0.483; number 56, N, carries -0.581; number 57, H, carries 0.275; number 58, H, carries 0.278; number 59, H, carries 0.297; number 60, C, carries -0.720; number 61, C, carries 0.355; number 62, N, carries -0.428; number 63, H, carries 0.264; number 64, H, carries 0.259; number 65, H, carries 0.261; number 66, C, carries -0.262; number 67, O, carries -0.494; number 68, H, carries 0.113; number 69, H, carries 0.217; number 70, H, carries 0.146